1.
A structure of composition C16H21Cl2CoGeNO3Se. Source: OMol25; level of theory: the ωB97M-V functional and the def2-TZVPD basis.

DFT total energy: -209101.3087 eV
Gap between HOMO and LUMO (spin up / spin down): 7.476 / 7.354 eV
M: 556.76 g/mol
2S+1: 2
HOMO (spin up / spin down): -7.692 / -7.734 eV

Element x y z (Å)
Co  -0.0882  0.3530  -1.2492
Cl  -1.1025  -2.4759  2.5561
C  -2.1791  -1.6208  1.5060
C  -3.5635  -1.8514  1.6140
C  -4.4552  -1.1975  0.8143
Cl  -6.1567  -1.5186  0.9697
C  -4.0041  -0.2579  -0.1444
C  -4.8207  0.4910  -1.0182
C  -4.2524  1.3736  -1.8959
C  -2.8551  1.5180  -1.9239
N  -2.0723  0.8397  -1.1184
C  -2.6177  -0.0468  -0.2369
C  -1.6594  -0.7309  0.5854
O  -0.3967  -0.4527  0.4291
H  -3.9163  -2.5645  2.3460
H  -5.8934  0.3559  -0.9857
H  -4.8600  1.9580  -2.5719
H  -2.3679  2.1928  -2.6162
C  2.3759  -1.4153  1.8412
Ge  2.3852  0.4762  2.2990
C  0.7047  1.0491  3.1006
C  3.8652  0.8229  3.5339
C  2.7585  1.6855  0.7685
Se  2.1784  1.2932  -1.0507
C  3.3118  -0.2464  -1.3820
H  2.0709  -1.9756  2.7268
H  3.3690  -1.7589  1.5485
H  1.6518  -1.6240  1.0562
H  0.5050  0.4936  4.0175
H  -0.1076  0.8636  2.4006
H  0.7407  2.1121  3.3439
H  3.7440  0.2523  4.4554
H  3.9195  1.8811  3.7937
H  4.8131  0.5335  3.0775
H  3.8299  1.8777  0.6929
H  2.2852  2.6433  0.9961
H  3.0473  -1.0578  -0.7090
H  4.3508  0.0496  -1.2569
H  3.1331  -0.5561  -2.4082
C  0.3876  -0.7123  -4.9179
C  0.2574  -0.3529  -3.4690
O  0.0161  0.8578  -3.1351
O  0.3940  -1.2056  -2.5527
H  -0.4704  -0.3310  -5.4697
H  0.4669  -1.7892  -5.0350
H  1.2773  -0.2314  -5.3261

Forces on atoms 1 to 3 (eV/Å):
-0.3 0.7 0.0
0.0 0.0 0.0
-0.1 0.0 0.1

These are the Löwdin partial charges, in e, on atoms 1 to 6:
1. Co 0.4532
2. Cl 0.7202
3. C -0.5723
4. C -0.1183
5. C -0.6121
6. Cl 0.6837

2.
A cluster of 5 separate species, C16H21ClF4N3O12 in total in a non-equilibrium geometry. Source: OMol25; level of theory: the ωB97M-V functional and the def2-TZVPD basis.

DFT total energy: -69359.1819 eV
Gap between HOMO and LUMO: 9.058 eV
M: 558.80 g/mol
Total charge: +1
HOMO: -13.048 eV

Element x y z (Å)
N  0.5235  1.8647  -1.2918
C  0.0294  3.0983  -1.5042
N  -1.2963  3.3022  -1.6144
C  -1.8277  4.0863  -0.4264
C  -0.9383  5.2698  -0.0585
C  0.5433  5.0881  -0.3808
Cl  1.3627  6.6360  -0.5665
N  0.7986  4.2278  -1.5768
H  0.2061  1.3897  -0.4645
H  1.2017  1.3893  -1.8667
H  -1.6972  2.3669  -1.5772
H  -1.8612  3.4051  0.4207
H  -2.8513  4.3662  -0.6191
H  -1.3345  6.1957  -0.4570
H  -1.0032  5.3777  1.0193
H  1.0279  4.6194  0.4707
H  1.7618  3.9069  -1.5206
C  1.7777  -1.9852  -4.9617
C  2.8620  -1.4211  -4.0749
O  2.1199  -0.5467  -3.2144
C  0.8657  -1.0650  -3.1265
O  0.0728  -0.7405  -2.2978
O  0.6442  -1.9757  -4.0766
F  3.7623  -0.6982  -4.7741
H  1.5773  -1.3401  -5.8175
H  1.9900  -2.9908  -5.3107
H  3.3806  -2.1665  -3.4718
C  1.6619  -3.4247  -0.2179
C  2.4888  -3.9453  0.9343
O  3.2578  -4.9606  0.3127
C  3.4127  -4.6201  -0.9928
O  4.1991  -5.0918  -1.7354
O  2.5332  -3.6348  -1.3351
F  1.7137  -4.4893  1.8956
H  0.7472  -4.0018  -0.3535
H  1.4098  -2.3711  -0.1175
H  3.1626  -3.2141  1.3862
C  -4.0301  7.9682  3.3384
C  -3.0990  7.0658  4.1155
O  -3.3836  5.7881  3.5543
C  -3.8055  5.9915  2.2808
O  -3.8898  5.1399  1.4556
O  -4.1106  7.2866  2.0758
F  -3.3835  7.0467  5.4330
H  -5.0202  8.0114  3.7919
H  -3.6474  8.9765  3.2120
H  -2.0384  7.2873  3.9835
C  -0.0024  -8.1544  2.9808
C  -0.6050  -9.1078  1.9741
O  -0.7705  -8.2758  0.8364
C  0.1810  -7.3063  0.9006
O  0.4872  -6.6015  -0.0015
O  0.7299  -7.2582  2.1362
F  -1.8138  -9.5687  2.3699
H  -0.7715  -7.6011  3.5207
H  0.6572  -8.6407  3.6938
H  0.0312  -9.9543  1.7117

Forces on atoms 1 to 3 (eV/Å):
0.2 0.3 -0.5
-0.2 1.2 -0.9
0.5 -1.3 2.4

These are the Löwdin partial charges, in e, on atoms 1 to 6:
1. N 0.2172
2. C -0.3714
3. N 0.1489
4. C -0.1144
5. C -0.1737
6. C -0.6873

3.
The molecule C16H21ClN2O3S. Source: OMol25; level of theory: the ωB97M-V functional and the def2-TZVPD basis.

DFT total energy: -49414.6088 eV
Gap between HOMO and LUMO: 9.374 eV
M: 356.87 g/mol
SMILES: CCOC(=O)N1CCN(C(=O)CSCc2ccccc2Cl)CC1
HOMO: -8.788 eV

Element x y z (Å)
C  -0.7479  3.4980  -4.0802
C  -1.4439  2.8387  -2.8987
O  -0.5326  2.5549  -1.8380
C  0.1977  1.4256  -1.9792
O  0.0838  0.6532  -2.9024
N  1.0915  1.2583  -0.9769
C  1.8219  0.0013  -0.9343
C  2.4005  -0.2512  0.4568
N  1.4034  -0.0370  1.4787
C  1.1455  -0.8210  2.5463
O  0.3252  -0.4896  3.3822
C  1.9166  -2.1171  2.7014
S  1.5616  -3.3526  1.4083
C  -0.2199  -3.6463  1.6959
C  -1.0648  -2.5398  1.1532
C  -0.9478  -2.1853  -0.1867
C  -1.6827  -1.1471  -0.7261
C  -2.5510  -0.4327  0.0834
C  -2.6994  -0.7793  1.4143
C  -1.9671  -1.8321  1.9429
Cl  -2.2159  -2.2527  3.5975
C  0.6414  1.2039  1.4032
C  1.1133  2.0512  0.2288
H  -0.0280  2.8083  -4.5133
H  -0.2290  4.3978  -3.7582
H  -1.4830  3.7614  -4.8352
H  -1.9217  1.9065  -3.2169
H  -2.1866  3.5058  -2.4556
H  1.1386  -0.8057  -1.2130
H  2.6342  0.0218  -1.6695
H  3.2562  0.4138  0.6337
H  2.7540  -1.2804  0.4912
H  2.9931  -1.9522  2.6686
H  1.6456  -2.5535  3.6637
H  -0.3638  -3.7833  2.7662
H  -0.4242  -4.5842  1.1774
H  -0.2598  -2.7447  -0.8051
H  -1.5671  -0.8926  -1.7683
H  -3.1195  0.3914  -0.3211
H  -3.3813  -0.2377  2.0514
H  0.7501  1.7474  2.3479
H  -0.4188  0.9532  1.2842
H  0.4515  2.9056  0.1005
H  2.1301  2.4201  0.4010

Forces on atoms 1 to 3 (eV/Å):
0.0 -0.2 0.4
-0.2 0.0 -0.5
0.2 0.0 0.2

These are the Löwdin partial charges, in e, on atoms 1 to 6:
1. C -0.0605
2. C -0.2207
3. O -0.0151
4. C -0.5564
5. O 0.0846
6. N -0.0167

4.
A cluster of 3 separate species, C16H21F16NO4 in total. Source: OMol25; level of theory: the ωB97M-V functional and the def2-TZVPD basis.

DFT total energy: -70092.4562 eV
Gap between HOMO and LUMO: 10.493 eV
M: 595.32 g/mol
SMILES: FC(F)C(F)(F)COC(F)(F)C(F)F.FC(F)C(F)(F)COC(F)(F)C(F)F.C[C@H](CCCN)OC=O
HOMO: -9.912 eV

Element x y z (Å)
F  2.1630  1.2741  -1.4206
C  1.5824  0.2233  -0.8122
F  0.9667  -0.5127  -1.7726
C  0.5290  0.6670  0.2062
F  -0.5021  1.2568  -0.4336
F  0.0640  -0.5053  0.7425
C  0.9799  1.5155  1.4008
O  0.7916  2.9169  1.3223
C  1.7176  3.7588  0.7797
F  2.8735  3.1376  0.4901
F  1.9948  4.7052  1.7082
C  1.1649  4.5201  -0.4348
F  0.7353  3.6683  -1.3852
F  2.1548  5.2786  -0.9552
H  2.3505  -0.3903  -0.3356
H  0.3244  1.2096  2.2123
H  1.9921  1.2592  1.7154
H  0.3389  5.1616  -0.1230
F  1.6544  0.2925  -7.6954
C  1.0801  -0.7371  -7.0464
F  0.3805  -1.4637  -7.9474
C  0.1166  -0.2520  -5.9577
F  -0.9348  0.3783  -6.5196
F  -0.3486  -1.4019  -5.3812
C  0.6858  0.5813  -4.8014
O  0.5461  1.9892  -4.8599
C  1.4625  2.8028  -5.4591
F  2.5708  2.1426  -5.8343
F  1.8382  3.7271  -4.5440
C  0.8530  3.5977  -6.6232
F  0.3258  2.7745  -7.5488
F  1.8309  4.3270  -7.2059
H  1.8570  -1.3712  -6.6114
H  0.0770  0.3038  -3.9434
H  1.7083  0.2859  -4.5636
H  0.0758  4.2649  -6.2465
C  -0.0391  -3.4064  6.0471
C  -0.8008  -2.4745  5.0948
C  -1.2484  -3.1759  3.8143
C  -2.5066  -4.0703  3.9485
C  -3.4414  -3.7477  5.1173
N  -3.9622  -2.3793  4.9928
O  0.1495  -1.4123  4.7225
C  -0.4164  -0.2421  4.4457
O  0.1893  0.7923  4.4547
H  -0.3399  -3.2540  7.0860
H  1.0312  -3.1839  5.9728
H  -0.1816  -4.4563  5.7705
H  -1.6280  -1.9800  5.6027
H  -0.4040  -3.8084  3.5050
H  -1.3865  -2.4523  3.0030
H  -3.0984  -3.9612  3.0282
H  -2.2366  -5.1325  3.9954
H  -2.8949  -3.8367  6.0654
H  -4.2560  -4.4873  5.1248
H  -4.5458  -2.1358  5.7819
H  -4.5017  -2.2844  4.1418
H  -1.4824  -0.2974  4.1696

Forces on atoms 1 to 3 (eV/Å):
0.0 0.1 0.0
0.0 -0.1 0.0
0.0 -0.1 0.0

These are the Löwdin partial charges, in e, on atoms 1 to 6:
1. F 0.0997
2. C -0.2957
3. F 0.0836
4. C -0.4324
5. F 0.1377
6. F 0.0926

5.
A cluster of 3 separate species, C16H21F2O3P in total in a non-equilibrium geometry. Source: OMol25; level of theory: the ωB97M-V functional and the def2-TZVPD basis.

DFT total energy: -37795.0323 eV
Gap between HOMO and LUMO: 9.793 eV
M: 330.31 g/mol
SMILES: COC[C@@H](OC)[PH2]=O.Fc1ccccc1.Fc1ccccc1
HOMO: -9.161 eV

Element x y z (Å)
C  0.5983  0.7525  -0.7596
O  -0.2876  0.5130  0.3931
C  -1.3759  1.5067  0.4626
C  -2.5932  1.0791  -0.5490
O  -3.5154  0.2062  0.1936
C  -3.4772  -1.1710  -0.3713
P  -3.3627  2.6908  -1.2250
O  -4.1717  2.4239  -2.5726
H  1.3468  1.6505  -0.5268
H  0.0478  0.9041  -1.7814
H  1.2911  -0.2090  -0.8497
H  -1.0410  2.6139  0.2802
H  -1.8086  1.4527  1.5720
H  -2.1949  0.4724  -1.4672
H  -2.3734  -1.5325  -0.6265
H  -3.9099  -1.9680  0.3801
H  -4.1829  -1.1574  -1.3152
H  -4.2381  3.2366  -0.1830
H  -2.2379  3.5946  -1.4989
F  -2.6251  -3.5855  -0.9550
C  -1.8873  -4.5191  -0.3396
C  -0.5006  -4.4181  -0.3594
C  0.2678  -5.3872  0.2857
C  -0.3596  -6.4535  0.9346
C  -1.7520  -6.5488  0.9446
C  -2.5203  -5.5736  0.3091
H  -0.0306  -3.5874  -0.8756
H  1.3524  -5.3131  0.2826
H  0.2403  -7.2115  1.4338
H  -2.2379  -7.3818  1.4468
H  -3.6039  -5.6274  0.3146
F  3.0737  3.0036  -1.6040
C  3.6633  3.5207  -0.5179
C  4.3001  2.6744  0.3832
C  4.9186  3.2129  1.5116
C  4.8838  4.5920  1.7320
C  4.2377  5.4326  0.8243
C  3.6291  4.8950  -0.3095
H  4.3097  1.6050  0.1998
H  5.4258  2.5606  2.2181
H  5.3625  5.0111  2.6145
H  4.2084  6.5052  1.0001
H  3.1303  5.5347  -1.0300

Forces on atoms 1 to 3 (eV/Å):
1.5 -0.4 0.2
-0.4 1.9 -1.5
-0.8 -0.5 0.7

These are the Löwdin partial charges, in e, on atoms 1 to 6:
1. C -0.1096
2. O -0.2497
3. C -0.1965
4. C -0.4222
5. O -0.2458
6. C -0.0973

> Look up the M of the fourth one.

595.32 g/mol